DFT (ωB97M-V with the def2-TZVPD basis set) results for a molecular structure, C32H34F3N3Pt.

```
73
Properties=species:S:1:pos:R:3
Pt 0.02 -3.20 -0.95
C 4.76 1.67 0.24
C 4.65 0.66 1.39
C 4.34 1.41 2.70
C 6.00 -0.04 1.55
C 3.52 -0.31 1.09
C 3.69 -1.69 0.99
C 2.61 -2.49 0.67
N 1.39 -2.02 0.44
C 1.19 -0.70 0.58
C 2.23 0.17 0.90
C -1.29 -0.63 0.76
C -2.43 0.18 0.68
C -3.66 -0.33 1.07
C -3.68 -1.64 1.56
C -2.50 -2.35 1.62
N -1.32 -1.87 1.22
C -4.90 0.55 0.97
C -5.07 1.02 -0.48
C -4.72 1.76 1.89
C -6.17 -0.20 1.39
H 5.57 2.37 0.43
H 3.84 2.25 0.12
H 4.96 1.16 -0.70
H 5.13 2.13 2.92
H 4.26 0.71 3.54
H 3.39 1.95 2.63
H 6.77 0.69 1.76
H 6.28 -0.57 0.64
H 5.99 -0.76 2.37
H 4.66 -2.15 1.14
H 2.72 -3.56 0.58
H 2.01 1.22 0.98
H -2.34 1.19 0.31
H -4.60 -2.11 1.88
H -2.48 -3.38 1.97
H -4.22 1.61 -0.81
H -5.97 1.63 -0.57
H -5.17 0.16 -1.15
H -3.84 2.35 1.61
H -4.61 1.45 2.93
H -5.59 2.42 1.82
H -6.34 -1.08 0.77
H -7.03 0.46 1.28
H -6.12 -0.52 2.43
N -0.07 -0.09 0.31
C -0.06 0.53 -0.98
C 0.12 -0.42 -2.09
C 1.27 -0.43 -2.85
C 1.52 -1.47 -3.75
C 0.65 -2.53 -3.86
C -0.55 -2.54 -3.10
C -0.84 -1.46 -2.26
C -0.11 1.94 -1.12
C -0.13 2.54 -2.41
C -0.18 3.91 -2.54
C -0.22 4.73 -1.42
C -0.20 4.16 -0.15
C -0.15 2.79 0.00
H 2.01 0.36 -2.72
H 2.43 -1.46 -4.34
H 0.85 -3.35 -4.53
H -1.33 -3.26 -3.34
H -1.83 -1.33 -1.84
H -0.12 1.91 -3.28
H -0.20 4.35 -3.53
H -0.26 5.81 -1.53
H -0.24 4.79 0.73
H -0.14 2.35 0.99
F -0.72 -5.76 0.07
C 0.39 -4.97 -0.06
F 1.29 -5.76 -0.73
F 0.90 -4.90 1.21
```

Output
HOMO-LUMO gap (spin up / spin down)   7.326 / 6.636 eV
DFT total energy   -49604.482 eV
2S+1   3
Maximum force   0.6 eV/Å

---

DFT (ωB97M-V with the def2-TZVPD basis set) results for a molecular structure, C32H34HfN5O4S4 in a non-equilibrium geometry.

```
80
Properties=species:S:1:pos:R:3
Hf -0.69 -0.46 -0.38
C 2.88 -0.90 -4.90
C 3.26 -0.16 -3.80
C 2.30 0.34 -2.92
C 0.96 0.09 -3.16
C 0.57 -0.65 -4.26
C 1.53 -1.15 -5.13
N -0.02 0.60 -2.23
C -0.86 1.53 -2.69
C -0.66 2.31 -3.87
C -1.54 3.29 -4.19
C -2.72 3.56 -3.40
C -2.97 2.83 -2.30
C -2.06 1.79 -1.93
N -2.30 0.91 -0.94
N -3.43 0.92 -0.33
C -3.59 -0.15 0.54
C -4.78 -0.22 1.25
C -4.99 -1.29 2.09
C -4.01 -2.28 2.20
C -2.85 -2.13 1.48
N -2.63 -1.09 0.66
H 3.62 -1.30 -5.58
H 4.31 0.05 -3.62
H 2.59 0.94 -2.06
H -0.48 -0.86 -4.42
H 1.22 -1.74 -5.99
H 0.23 2.14 -4.47
H -1.35 3.90 -5.06
H -3.39 4.35 -3.70
H -3.85 2.99 -1.69
H -5.51 0.56 1.11
H -5.91 -1.38 2.65
H -4.14 -3.14 2.84
H -2.05 -2.86 1.55
C -3.30 3.21 3.32
C -2.51 4.35 2.63
S -1.80 4.01 0.99
C -0.11 3.49 1.37
C 0.04 2.34 2.35
S -1.15 1.01 2.04
C -1.21 0.16 3.62
C -2.40 0.67 4.43
S -2.44 2.46 4.75
H -3.55 2.42 2.60
H -4.23 3.62 3.72
H -1.72 4.73 3.28
H -3.19 5.18 2.43
H 0.43 4.35 1.76
H 0.33 3.25 0.39
H -0.18 2.69 3.35
H 1.03 1.90 2.33
H -0.26 0.33 4.13
H -1.29 -0.90 3.41
H -2.38 0.22 5.42
H -3.34 0.38 3.96
C 6.87 -3.50 0.03
C 5.49 -2.95 0.29
C 4.68 -2.52 -0.76
C 3.44 -1.97 -0.53
C 3.00 -1.85 0.79
C 3.78 -2.28 1.87
C 5.02 -2.83 1.60
S 1.47 -1.14 1.16
O 1.25 -0.01 0.14
O 1.49 -0.68 2.51
N 0.21 -2.08 0.85
C 0.42 -3.20 -0.12
C 0.01 -2.83 -1.54
O 0.60 -3.26 -2.49
O -1.04 -1.97 -1.57
H 6.99 -3.79 -1.01
H 7.08 -4.36 0.67
H 7.62 -2.74 0.26
H 5.03 -2.63 -1.78
H 2.82 -1.65 -1.35
H 3.42 -2.17 2.88
H 5.64 -3.17 2.43
H -0.20 -4.05 0.18
H 1.44 -3.56 -0.14
```

Output
HOMO-LUMO gap (spin up / spin down)   5.746 / 5.746 eV
DFT total energy   -94022.332 eV
Total charge   +1
Maximum force   1.6 eV/Å

---

DFT (ωB97M-V with the def2-TZVPD basis set) results for 2 unconnected molecules or ions with the total composition C32H34N2O4 in a non-equilibrium geometry.

```
72
Properties=species:S:1:pos:R:3
C -6.59 0.07 4.81
N -6.41 0.46 3.43
C -7.68 0.64 2.75
C -5.15 0.61 2.83
C -4.51 -0.47 2.19
C -3.26 -0.32 1.62
C -2.58 0.90 1.64
C -1.27 1.08 0.86
C -0.01 0.84 1.59
C 0.28 1.84 2.61
O -0.37 2.88 2.71
O 1.25 1.57 3.55
C 2.01 0.38 3.31
C 2.95 0.54 2.15
C 2.79 0.07 4.60
O 1.10 -0.72 3.10
C 0.19 -0.52 2.07
O -0.47 -1.47 1.67
C -3.21 1.98 2.27
C -4.47 1.85 2.85
H -5.61 -0.08 5.30
H -7.16 0.84 5.36
H -7.16 -0.87 4.87
H -7.52 0.93 1.70
H -8.27 -0.29 2.79
H -8.27 1.42 3.26
H -5.03 -1.43 2.14
H -2.79 -1.18 1.13
H -1.30 0.37 0.01
H -1.24 2.12 0.51
H 2.39 0.77 1.23
H 3.64 1.35 2.37
H 3.50 -0.40 2.01
H 2.12 -0.03 5.45
H 3.35 -0.85 4.46
H 3.49 0.89 4.79
H -2.71 2.95 2.30
H -4.96 2.71 3.31
C 5.52 -0.24 -0.37
C 4.42 -1.04 -0.94
N 4.36 -2.38 -0.71
C 3.30 -2.95 -1.42
C 2.66 -1.93 -2.15
C 1.55 -2.25 -2.91
C 1.12 -3.58 -2.95
C 1.72 -4.57 -2.15
C 2.82 -4.25 -1.35
C 3.38 -0.68 -1.85
C 3.10 0.61 -2.31
C 2.37 0.91 -3.50
C 2.42 0.14 -4.69
C 1.56 0.42 -5.76
C 0.63 1.46 -5.67
C -0.40 1.66 -6.74
C 0.68 2.31 -4.56
C 1.57 2.09 -3.53
H 5.48 0.77 -0.82
H 5.41 -0.15 0.72
H 6.50 -0.69 -0.58
H 4.99 -2.88 -0.09
H 1.03 -1.47 -3.46
H 0.29 -3.87 -3.60
H 1.32 -5.59 -2.14
H 3.31 -4.95 -0.66
H 3.48 1.44 -1.72
H 3.16 -0.66 -4.78
H 1.59 -0.20 -6.66
H -0.99 2.55 -6.51
H 0.05 1.79 -7.72
H -1.09 0.81 -6.79
H -0.01 3.16 -4.52
H 1.66 2.79 -2.69
```

Output
HOMO-LUMO gap   2.954 eV
DFT total energy   -44903.635 eV
Maximum force   2.8 eV/Å

---

DFT (ωB97M-V with the def2-TZVPD basis set) results for a molecular structure, C32H34N7O4Ti.

```
78
Properties=species:S:1:pos:R:3
Ti 0.75 -0.09 -0.39
C -2.05 1.30 -3.45
C -1.72 2.42 -2.47
C -0.26 2.45 -1.99
N -0.06 1.80 -0.69
C -0.38 2.48 0.40
C -1.02 3.75 0.36
C -1.39 4.61 1.37
C -1.26 4.49 2.75
C -0.70 3.44 3.43
C -0.08 2.29 2.92
C 0.12 1.85 1.63
N 0.87 0.75 1.36
C 2.02 0.41 2.20
C 3.24 1.05 1.52
C 3.65 0.29 0.28
N 2.67 0.26 -0.82
C 3.03 -0.53 -1.88
C 4.18 -1.29 -1.93
C 4.71 -2.12 -2.94
C 4.39 -2.20 -4.26
C 3.37 -1.46 -4.87
C 2.33 -0.78 -4.29
C 2.00 -0.62 -2.91
N 0.76 -0.45 -2.49
C -0.34 -0.63 -3.45
C -1.69 -0.12 -2.98
H -1.56 1.49 -4.40
H -3.12 1.35 -3.65
H -2.37 2.34 -1.60
H -1.96 3.38 -2.95
H 0.12 3.47 -1.93
H 0.38 1.94 -2.71
H -1.26 4.10 -0.63
H -1.85 5.52 1.02
H -1.65 5.31 3.35
H -0.71 3.51 4.51
H 0.30 1.62 3.69
H 2.15 -0.67 2.25
H 1.91 0.79 3.21
H 4.09 1.05 2.21
H 3.00 2.09 1.28
H 3.86 -0.75 0.59
H 4.58 0.71 -0.12
H 4.76 -1.31 -1.02
H 5.55 -2.73 -2.61
H 4.99 -2.84 -4.89
H 3.35 -1.47 -5.96
H 1.62 -0.35 -4.98
H -0.39 -1.71 -3.66
H -0.11 -0.15 -4.40
H -1.75 -0.17 -1.89
H -2.45 -0.81 -3.36
O -4.38 -0.78 0.25
C -3.05 -0.64 0.28
O -2.50 0.42 0.14
C -2.34 -1.93 0.53
C -3.04 -3.03 0.99
C -2.32 -4.15 1.40
C -0.94 -4.10 1.36
C -0.34 -2.96 0.85
N -1.01 -1.91 0.40
C 1.16 -2.82 0.82
O 1.91 -3.55 1.43
O 1.51 -1.82 0.06
H -4.75 0.10 0.10
H -4.11 -3.00 1.05
H -2.84 -5.03 1.76
H -0.32 -4.91 1.72
N -3.20 -0.67 4.71
C -2.33 -1.67 5.07
C -1.33 -1.63 4.14
N -1.57 -0.64 3.22
C -2.69 -0.08 3.60
H -4.04 -0.42 5.20
H -2.49 -2.30 5.93
H -0.45 -2.26 4.09
H -3.18 0.75 3.12
```

Output
HOMO-LUMO gap   6.908 eV
DFT total energy   -75469.224 eV
Total charge   +1
Maximum force   0.6 eV/Å

---

DFT (ωB97M-V with the def2-TZVPD basis set) results for a molecular structure, C32H35BO2 in a non-equilibrium geometry.

```
70
Properties=species:S:1:pos:R:3
C 4.91 0.69 1.22
C 3.73 1.35 1.93
C 2.56 1.05 0.98
C 3.45 0.89 3.43
C 2.13 0.20 3.61
C 4.49 -0.05 4.03
O 3.44 2.12 4.19
B 3.23 3.06 3.19
C 2.19 4.18 3.22
C 1.32 4.40 2.11
C 0.43 5.48 2.16
C 0.40 6.35 3.26
C 1.34 6.19 4.30
C 2.22 5.09 4.30
C 4.04 0.47 -1.21
C 4.21 2.03 -1.34
C 4.49 3.14 -0.45
C 4.04 4.44 -0.71
C 3.57 4.77 -1.97
C 3.54 3.76 -2.95
C 3.80 2.43 -2.61
O 3.86 2.78 1.98
H 5.12 -0.26 1.76
H 4.68 0.38 -0.03
H 5.80 1.32 1.21
H 2.73 -0.02 0.68
H 1.52 1.07 1.36
H 2.60 1.76 0.11
H 2.18 -0.70 3.01
H 2.00 -0.12 4.65
H 1.29 0.83 3.33
H 4.41 -1.05 3.57
H 5.51 0.35 3.96
H 4.24 -0.24 5.09
H 1.37 3.74 1.22
H -0.22 5.64 1.29
H -0.30 7.18 3.26
H 1.39 6.94 5.09
H 2.94 4.95 5.13
H 4.53 -0.08 -2.08
H 2.94 0.17 -1.17
H 5.01 3.05 0.48
H 4.08 5.21 0.06
H 3.20 5.78 -2.17
H 3.28 4.04 -3.98
H 3.63 1.65 -3.36
C 2.01 -1.67 0.48
C 2.43 -2.77 1.35
C 3.72 -3.32 1.16
C 4.26 -4.25 2.04
C 3.57 -4.60 3.22
C 2.28 -4.09 3.44
C 1.67 -3.35 2.43
C 0.57 -1.28 0.68
C -0.23 -0.96 -0.45
C -1.58 -0.62 -0.33
C -2.19 -0.53 0.93
C -1.42 -0.76 2.08
C -0.08 -1.11 1.93
H 2.39 -1.67 -0.52
H 4.28 -2.99 0.30
H 5.23 -4.71 1.82
H 4.05 -5.23 3.96
H 1.76 -4.30 4.38
H 0.59 -3.25 2.50
H 0.23 -1.03 -1.44
H -2.17 -0.40 -1.23
H -3.23 -0.26 1.04
H -1.84 -0.67 3.09
H 0.44 -1.32 2.86
```

Output
HOMO-LUMO gap   3.645 eV
DFT total energy   -38517.099 eV
Maximum force   3.9 eV/Å

---

DFT (ωB97M-V with the def2-TZVPD basis set) results for a molecular structure, C32H35BrClN2O2PbTe.

```
75
Properties=species:S:1:pos:R:3
Pb 1.36 -3.49 -0.79
O 1.49 2.02 -4.67
C 1.35 0.89 -3.98
C 0.11 0.32 -3.64
C 0.10 -0.83 -2.90
N 1.21 -1.47 -2.49
C 2.37 -0.92 -2.85
Br 3.94 -1.86 -2.34
C 2.51 0.24 -3.58
H 0.64 2.37 -4.97
H -0.82 0.78 -3.96
H -0.84 -1.29 -2.63
H 3.48 0.63 -3.84
Cl -2.42 -3.93 0.59
C -2.67 -3.40 -1.04
C -3.73 -2.56 -1.31
C -3.96 -2.15 -2.62
C -3.13 -2.58 -3.66
C -2.08 -3.42 -3.39
C -1.81 -3.87 -2.07
C -0.76 -4.78 -1.84
H -4.38 -2.25 -0.51
H -4.80 -1.50 -2.83
H -3.33 -2.27 -4.68
H -1.44 -3.77 -4.19
H -0.22 -5.16 -2.69
H -0.74 -5.38 -0.93
C 0.04 -2.25 3.11
C 0.48 -2.65 1.73
O 0.99 -3.78 1.56
N 0.37 -1.89 0.63
Te -0.29 -0.04 0.39
C 1.46 1.08 -0.04
C 2.79 0.70 0.16
C 3.29 -0.43 1.02
C 3.78 1.50 -0.42
C 3.49 2.65 -1.14
C 4.57 3.49 -1.75
C 2.15 3.03 -1.27
C 1.13 2.26 -0.74
C -0.29 2.74 -0.89
C -1.03 0.70 2.21
C -0.26 1.39 3.16
C 1.24 1.48 3.13
C -0.94 2.00 4.20
C -2.32 1.93 4.33
C -3.03 2.61 5.47
C -3.04 1.20 3.39
C -2.43 0.58 2.32
C -3.26 -0.21 1.34
H -0.02 -3.15 3.72
H -0.91 -1.72 3.11
H 0.80 -1.59 3.54
H 2.52 -1.16 1.27
H 3.68 -0.03 1.96
H 4.11 -0.95 0.53
H 4.82 1.22 -0.28
H 5.56 3.09 -1.53
H 4.53 4.51 -1.37
H 4.46 3.54 -2.83
H 1.90 3.94 -1.79
H -0.31 3.73 -1.33
H -0.81 2.82 0.07
H -0.88 2.08 -1.54
H 1.69 0.58 2.70
H 1.62 1.59 4.14
H 1.58 2.33 2.55
H -0.37 2.53 4.95
H -2.33 3.07 6.16
H -3.64 1.89 6.02
H -3.70 3.38 5.09
H -4.12 1.11 3.50
H -4.26 -0.38 1.76
H -2.84 -1.20 1.13
H -3.38 0.31 0.39
```

Output
HOMO-LUMO gap (spin up / spin down)   7.985 / 6.559 eV
DFT total energy   -135919.072 eV
Total charge   +2
2S+1   2
Maximum force   0.2 eV/Å

---

Among the records above, which one has the highest DFT total energy? C32H35BO2